No. 1
Here is a molecular structure, C51H42BN9O4PSW from the Open Molecules 2025 dataset. Energies are from the ωB97M-V functional and the def2-TZVPD basis.

Last column: Löwdin charge in e.
CARTESIAN COORDINATES (ANGSTROEM)
W1 1.07464 -1.53597 0.02587  1.724
C1 1.85154 0.34673 5.01990  0.005
C2 1.96676 0.42608 3.53712  -0.240
C3 2.72739 1.30354 2.78749  0.041
C4 2.47272 1.02716 1.44875  -0.165
N1 1.61217 -0.03693 1.39440  -0.021
N2 1.30301 -0.36561 2.69584  0.053
B1 0.26673 -1.45896 3.07196  -0.479
N3 -0.99653 -1.26708 2.21775  0.043
N4 -1.00120 -1.40717 0.84597  -0.007
C5 -2.29580 -1.46112 0.47061  -0.217
C6 -3.10253 -1.35067 1.60637  0.027
C7 -2.25364 -1.23220 2.68237  -0.256
C8 -2.60338 -1.08723 4.12419  -0.004
C9 -2.87287 -1.62767 -0.88088  -0.183
C10 -4.18486 -1.17879 -1.07751  -0.049
C11 -4.84132 -1.38767 -2.27590  -0.072
C12 -4.20240 -2.05239 -3.31468  -0.066
C13 -2.89730 -2.47827 -3.14423  -0.069
C14 -2.24219 -2.26122 -1.94218  -0.054
N5 0.80479 -2.88179 2.74067  0.071
N6 0.85028 -3.12509 1.42663  -0.082
C15 1.28147 -4.36919 1.21678  -0.200
C16 1.50326 -4.96482 2.45863  0.075
C17 1.18090 -3.99068 3.40208  -0.226
C18 1.22106 -4.05316 4.88992  0.004
C19 1.56093 -4.67297 -0.19215  -0.155
C20 0.99429 -3.80644 -1.15142  -0.155
C21 1.38038 -3.86092 -2.48649  -0.035
C22 2.35487 -4.76905 -2.87357  -0.040
C23 2.88036 -5.64984 -1.93671  -0.026
C24 2.49462 -5.60580 -0.59989  0.005
C25 3.03036 1.85677 0.34597  -0.092
C26 3.55194 3.05200 0.66791  -0.005
C27 4.26743 3.92093 -0.26814  -0.046
C28 4.49674 3.57240 -1.53084  -0.013
C29 3.91657 2.31831 -2.07582  -0.215
C30 3.04507 1.45791 -1.10870  -0.126
H1 2.54433 1.05193 5.47351  0.092
H2 0.84092 0.60081 5.34191  0.091
H3 2.08194 -0.65146 5.38980  0.084
H4 3.39161 2.04697 3.18667  0.121
H5 0.01873 -1.36989 4.23061  0.117
H6 -4.17588 -1.38785 1.64970  0.123
H7 -3.64833 -0.79602 4.21135  0.091
H8 -2.46988 -2.02769 4.66126  0.093
H9 -1.99048 -0.33013 4.61013  0.077
H10 -4.69475 -0.63472 -0.29473  0.108
H11 -5.85150 -1.02059 -2.40162  0.112
H12 -4.71412 -2.22250 -4.25256  0.110
H13 -2.37284 -2.96684 -3.95455  0.114
H14 -1.21520 -2.57653 -1.86564  0.060
H15 1.82632 -5.97042 2.66593  0.123
H16 1.40124 -5.07463 5.21582  0.089
H17 2.02371 -3.42675 5.28166  0.089
H18 0.28225 -3.71101 5.32451  0.086
H19 0.01334 -3.38360 -0.89878  0.083
H20 0.92259 -3.19891 -3.21219  0.115
H21 2.68712 -4.80732 -3.90158  0.117
H22 3.62100 -6.37532 -2.24722  0.119
H23 2.95969 -6.26438 0.12170  0.126
H24 3.48263 3.41143 1.68411  0.104
H25 4.65073 4.85642 0.11822  0.109
H26 5.07414 4.20376 -2.19410  0.117
H27 3.42455 2.49850 -3.03367  0.124
H28 2.03187 1.26143 -1.45580  0.092
O1 1.76260 -0.31734 -3.38480  -0.271
S1 0.43306 -0.00464 -2.93931  0.535
O2 -0.68189 -0.49904 -3.68053  -0.248
O3 0.32083 -0.50883 -1.47214  -0.539
C31 0.28059 1.76425 -2.86046  -0.289
C32 1.07179 2.42925 -3.79686  -0.077
C33 0.99568 3.80591 -3.90400  -0.050
C34 0.12725 4.51460 -3.08208  -0.039
C35 -0.67298 3.83592 -2.17924  -0.070
C36 -0.62260 2.44710 -2.05182  -0.317
P1 -1.83111 1.57003 -0.96012  1.150
C37 -3.35104 2.35072 -1.61014  -0.367
C38 -4.07780 3.35749 -0.98373  -0.090
C39 -5.22512 3.86568 -1.58107  -0.076
C40 -5.64645 3.37934 -2.80926  -0.079
C41 -4.92286 2.37446 -3.44021  -0.073
C42 -3.78776 1.85504 -2.83984  -0.103
C43 -1.57574 2.37981 0.65611  -0.363
C44 -2.52518 2.10730 1.64687  -0.120
C45 -2.35851 2.57267 2.94062  -0.080
C46 -1.22459 3.30352 3.27766  -0.082
C47 -0.27070 3.56560 2.30752  -0.080
C48 -0.44485 3.10839 1.00677  -0.089
H29 1.74096 1.86353 -4.43097  0.120
H30 1.61061 4.32212 -4.62940  0.117
H31 0.05536 5.59136 -3.16304  0.115
H32 -1.38193 4.38870 -1.57398  0.117
H33 -3.75239 3.75705 -0.03138  0.099
H34 -5.78445 4.64933 -1.08636  0.106
H35 -6.53812 3.77957 -3.27353  0.106
H36 -5.24730 1.98899 -4.39835  0.108
H37 -3.23544 1.05619 -3.32837  0.104
H38 -3.40878 1.52990 1.39676  0.104
H39 -3.11736 2.37232 3.68697  0.107
H40 -1.09465 3.67463 4.28655  0.105
H41 0.61133 4.14285 2.55757  0.105
H42 0.31459 3.32628 0.26547  0.093
O4 2.90051 -2.31500 0.31615  -0.178
N7 3.03001 -1.33538 -0.56262  -0.118
C49 4.15155 -0.90769 -0.99116  -0.150
C50 5.36458 -1.62180 -0.72187  -0.104
N8 6.32979 -2.20326 -0.50531  0.212
C51 4.07705 0.45396 -1.51058  -0.234
N9 4.85948 1.15128 -2.23501  0.250

Values from the calculation:
Net charge: +1
LUMO energy (spin up / spin down) in eV: -3.811 / -3.827

---

No. 2
Here is a molecular structure, C15H13Cl4NO9W from the Open Molecules 2025 dataset. Energies are from the ωB97M-V functional and the def2-TZVPD basis.

Last column: natural (NBO) charge in e.
CARTESIAN COORDINATES (ANGSTROEM)
W1 -0.13109 0.90366 0.50562  1.999
O1 1.74308 -1.50728 -1.21693  -0.726
C1 2.68579 -1.76630 -0.19501  -0.083
C2 2.47749 -0.98485 1.10405  -0.251
N1 2.08261 0.44200 0.91925  -0.440
C3 2.93245 1.10069 -0.09243  -0.355
C4 2.26736 2.40108 -0.50899  0.780
O2 2.86060 3.31723 -1.00215  -0.552
O3 0.96526 2.38925 -0.26374  -0.753
C5 2.26471 1.14418 2.22303  -0.350
C6 1.10429 0.80379 3.14551  0.772
O4 1.21641 0.64946 4.32983  -0.556
O5 -0.03340 0.70557 2.48247  -0.733
H1 0.88793 -1.83346 -0.90873  0.495
H2 3.66124 -1.52946 -0.62025  0.186
H3 2.70648 -2.82871 0.06825  0.192
H4 3.42870 -1.00198 1.64728  0.206
H5 1.73221 -1.45393 1.74301  0.233
H6 2.99438 0.47357 -0.97897  0.255
H7 3.93971 1.28784 0.28502  0.226
H8 2.25104 2.22173 2.04525  0.245
H9 3.21873 0.87613 2.67681  0.228
Cl1 -2.56269 -2.46207 -3.61876  0.028
C7 -2.49326 -0.95602 -2.77037  -0.066
C8 -3.67826 -0.34015 -2.38082  -0.188
C9 -3.64423 0.85192 -1.67764  -0.158
C10 -2.42498 1.41943 -1.33845  -0.082
C11 -1.24156 0.80868 -1.76988  -0.353
C12 -1.26511 -0.37494 -2.50657  -0.139
C13 -2.36209 2.56923 -0.35675  0.777
O6 -3.11214 3.50369 -0.38654  -0.544
O7 -1.42462 2.38840 0.56342  -0.722
H10 -4.62121 -0.81167 -2.62078  0.239
H11 -4.55663 1.33017 -1.34837  0.248
H12 -0.29478 1.37166 -1.72680  0.275
H13 -0.34771 -0.82467 -2.86174  0.240
Cl2 -1.53532 -3.80225 0.08433  0.056
C14 -2.18445 -2.55643 1.15608  -0.212
Cl3 -3.91212 -2.37533 0.89537  0.080
Cl4 -1.83454 -2.94508 2.84480  0.079
C15 -1.47463 -1.23178 0.88122  0.753
O8 -2.04435 -0.13615 0.98081  -0.599
O9 -0.24126 -1.23685 0.56924  -0.728

Values from the calculation:
Net charge: 0
2S+1: 3
Relative energy (zero: lowest compared OMol25 entry of this formula, charge and spin) in eV: 0.1693
Expectation value of S²: 2.0084
LUMO energy (spin up / spin down) in eV: -0.750 / -0.987

---

No. 3
Here is a gas-phase ion, C6H6N (charge +1) at a distorted geometry from the Open Molecules 2025 dataset. Energies are from the ωB97M-V functional and the def2-TZVPD basis.

Last column: natural (NBO) charge in e.
CARTESIAN COORDINATES (ANGSTROEM)
C1 1.63802 -1.68817 -0.37532  -0.029
C2 1.00900 -1.03745 -1.35989  0.222
C3 -1.08687 1.21040 0.91013  -0.473
C4 0.77649 0.29687 -0.76347  -0.065
C5 -0.71718 0.54837 -0.40763  -0.308
C6 -0.94792 -0.27279 0.72822  0.206
N1 1.19419 -0.58286 0.33467  -0.201
H1 2.01437 -2.69086 -0.19033  0.295
H2 -0.32298 1.94012 1.29304  0.285
H3 -2.19671 1.60393 0.86836  0.300
H4 1.31820 1.10034 -0.99051  0.258
H5 -1.38457 0.66125 -1.23372  0.278
H6 -1.29402 -1.08914 1.18644  0.232

Values from the calculation:
Net charge: +1
Relative energy (zero: lowest compared OMol25 entry of this formula, charge and spin) in eV: 6.4995
LUMO energy (spin up / spin down) in eV: -5.979 / -5.977

---

Calculated total energy, respectively: -3593.73760 -3219.29109 -286.39641 Eh.